Molecular formula: C60H72O12
Method: DFT, the ωB97M-V functional and the def2-TZVPD basis

Results
Orbital gap ... 8.509 eV
Net charge ... 0
ΔE to the lowest compared entry with this formula, charge and spin ... 0.00 kJ/mol
Structure (SMILES) ... O=C1c2ccccc2C(=O)c2ccccc21.O=C1c2ccccc2C(=O)c2ccccc21.O=C1c2ccccc2C(=O)c2ccccc21.CC(C)O.CC(C)O.CC(C)O.CC(C)O.CC(C)O.CC(C)O

Cartesian coordinates (Å):
O  -4.2570  4.4297  5.9139
O  2.7071  1.6632  0.1915
O  -1.1426  -7.4395  -3.8251
O  -5.0322  -2.2835  3.9999
O  -0.4257  3.1408  -6.3888
O  -2.9726  -1.1888  -3.1438
O  3.1994  2.1174  5.0009
O  2.9210  -1.1107  0.4795
O  -3.7008  2.4979  0.9315
O  8.0912  3.2948  -1.0670
O  3.5705  -7.1344  -1.3259
O  -1.9533  -1.9883  -0.4005
C  0.9744  2.9754  -0.7708
C  1.6054  -5.9594  -1.9868
C  0.6356  -8.6291  -2.7549
C  -0.5115  -4.9919  -2.5962
C  2.0922  1.0827  -2.0795
C  -5.9401  -4.8169  0.8129
C  -2.3184  0.2802  -4.9330
C  1.9081  2.9141  3.1503
C  -2.0387  4.5462  1.6605
C  -4.1884  4.1104  4.7436
C  -0.2721  3.3708  -4.9813
C  -3.0063  4.0793  2.5469
C  -2.5215  -1.0432  1.7017
C  4.2277  -1.7376  0.2860
C  5.7873  2.8959  -1.0130
C  -5.6951  -3.9486  1.8737
C  -1.4395  0.9140  2.6794
C  -0.0831  -3.7279  -2.1855
C  -7.3335  2.0720  4.2959
C  1.1928  -3.6295  -1.6503
C  -6.3471  2.8937  4.8287
C  -2.6909  0.1368  -3.4733
C  -3.0428  4.5542  3.8569
C  -2.1168  5.4965  4.2757
C  -2.6874  -2.0127  0.5655
C  -2.9890  -0.3216  3.9550
C  -3.2150  -1.1930  2.8874
C  0.3317  -6.1064  -2.5479
C  -1.4601  4.0392  -4.3624
C  -4.0658  -3.9240  -0.3235
C  1.5943  1.6019  -0.7501
C  1.8569  -8.5192  -2.1261
C  2.4448  -7.1833  -1.7638
C  -3.8090  -2.9917  0.6696
C  -0.1646  -7.4182  -3.0998
C  0.9518  -10.9994  -2.9601
C  3.1237  3.1616  4.0556
C  -1.1548  5.9586  3.4012
C  -1.0793  5.5092  2.0720
C  -3.9029  3.0071  2.0188
C  -5.9594  1.7880  2.2998
C  -1.6297  0.6881  -2.5160
C  -2.1398  0.7129  3.8629
C  6.9893  3.0918  -0.1640
C  -7.1312  1.5113  3.0137
C  -5.0866  -4.8347  -0.2739
C  2.5996  -9.6468  -1.8599
C  -1.5888  0.0143  1.6412
C  3.1162  4.5363  4.6887
C  2.0407  -4.7169  -1.5334
C  5.2656  -0.9587  1.1489
C  -4.6286  -3.0675  1.7968
C  0.1652  -9.8852  -3.1348
C  -5.1873  3.1727  4.1445
C  1.0592  4.0677  -4.7128
C  2.1638  -10.8865  -2.2912
C  -4.3681  -2.2117  2.9903
C  4.6020  -1.6776  -1.1616
C  6.8740  4.2260  0.8483
C  -5.0283  2.6347  2.8646
H  4.0586  -2.7534  0.6248
H  1.0266  3.1331  3.7607
H  -3.5175  -0.5322  4.8845
H  -0.7947  1.7842  2.6234
H  -0.7554  -9.9573  -3.7067
H  -3.4843  -4.0126  -1.2299
H  1.9352  1.9317  2.6940
H  -0.3406  6.0398  1.4880
H  5.6242  -2.0256  -1.2692
H  -2.5386  -1.4579  -2.3204
H  -2.0561  4.1872  0.6355
H  5.7749  1.9692  -1.5872
H  -1.2009  4.1970  -3.3155
H  -2.1340  0.8550  -1.5594
H  7.2255  2.1851  0.3989
H  6.5802  5.0957  0.2522
H  -0.4570  6.6660  3.8468
H  1.3139  4.1317  -3.6465
H  2.1443  4.6110  5.1829
H  3.2412  5.3484  3.9736
H  1.7386  3.6668  -1.1298
H  -1.3391  1.6776  -2.8566
H  3.9928  2.3725  5.4847
H  2.0170  3.5966  2.3068
H  -0.7812  -2.9082  -2.1375
H  3.9812  3.1998  3.3683
H  0.6384  3.3057  0.2144
H  3.9546  4.6032  5.3925
H  -8.2392  1.9157  4.8633
H  -1.5025  -5.1539  -3.0126
H  -3.6104  0.7219  -3.3932
H  -2.1667  5.9285  5.2724
H  1.4356  1.1737  -2.9453
H  6.2148  -1.3598  0.8288
H  -6.7580  -5.5339  0.9067
H  0.7980  0.8984  -0.4930
H  -1.4406  -0.3309  -5.1477
H  3.5859  -9.4582  -1.4495
H  -2.2926  3.3573  -4.5201
H  -0.7812  0.0005  -2.4214
H  5.7521  3.7688  -1.6676
H  2.9767  1.6838  -2.3119
H  7.8044  4.2085  1.4139
H  3.0636  -4.5994  -1.1847
H  -2.0379  1.3854  4.7114
H  -1.0738  0.1895  0.7032
H  6.0864  4.0158  1.5767
H  0.6258  -12.0115  -3.1689
H  1.0765  5.1013  -5.0836
H  -6.4651  3.3935  5.7848
H  -0.7793  3.9220  -6.8220
H  4.9942  -0.9412  2.1988
H  -7.8279  0.8316  2.5353
H  -5.2989  -5.5494  -1.0610
H  -5.7065  1.3132  1.3655
H  1.5083  -2.6278  -1.3631
H  -0.1572  2.3551  -4.5869
H  1.7677  3.5304  -5.3343
H  8.9328  3.2700  -0.5937
H  5.1925  0.0889  0.8233
H  3.9054  -2.2578  -1.7710
H  2.3712  0.0355  -2.0098
H  -6.1845  -3.8849  2.8423
H  2.8675  0.7113  0.3596
H  2.7359  -11.7998  -2.2229
H  -3.1647  -0.0920  -5.5170
H  -1.5707  4.9991  -4.8713
H  0.0700  3.0472  -1.3719
H  4.8500  2.8858  -0.4548
H  4.5549  -0.6452  -1.5113
H  -2.1128  1.2987  -5.2654
H  2.3666  -1.6991  0.9993

Atomic partial charges in e from the Mulliken method, atoms 1 to 99: -0.67, -0.20, -0.63, -0.70, -0.59, -0.65, -0.55, -0.50, -0.76, -0.56, -0.67, -0.45, -0.58, 0.20, 0.26, -0.70, -0.91, -0.38, -1.41, -0.68, -0.55, 0.28, 1.15, 0.26, -0.32, 0.55, -0.99, -0.65, 0.04, -0.95, -0.74, 0.29, -0.58, 0.73, 0.73, -0.82, -0.12, -0.84, 0.16, 0.15, -0.96, -0.08, 2.73, 0.28, 0.63, 0.15, 0.52, -0.51, 0.61, -0.41, -0.87, 0.66, -0.70, 0.04, -0.64, 0.55, -0.60, -0.99, -0.60, 0.08, -1.38, -0.96, -1.04, 0.54, -0.66, 0.26, -1.45, -0.48, 0.67, -1.20, -0.96, 0.65, 0.52, 0.27, 0.46, 0.55, 0.43, 0.43, 0.15, 0.42, 0.54, 0.16, 0.61, 0.21, 0.12, 0.03, 0.23, 0.31, 0.41, 0.17, 0.30, 0.31, 0.42, -0.31, 0.37, 0.23, 0.77, -0.08, -0.14